This record from OMol25 describes C53H70CsGeN6O2P3 as an isolated structure in a non-equilibrium geometry. The level of theory is ωB97M-V with the def2-TZVPD basis set.

Structure (ORCA input):
```
! wB97M-V def2-TZVPD RIJCOSX def2/J DEFGRID3
* xyz -1 2
H -3.917 4.434 3.057
C 2.589 4.319 -1.720
C 3.154 1.435 -1.220
C 2.016 3.235 2.347
O 0.645 -3.518 -2.198
C 1.005 5.606 0.171
C -1.852 4.569 3.611
H -3.774 -1.635 -1.252
H 2.840 -1.095 5.181
C 3.846 3.883 3.743
H -0.842 -7.736 -4.914
C 2.874 1.672 3.924
H -2.244 -6.883 -3.056
N 1.081 1.064 2.317
C 1.749 0.988 -3.731
H 1.252 -6.516 -5.493
C 3.354 -1.626 3.110
C 5.174 -0.076 -2.957
C -3.802 -2.394 1.907
C 0.248 -4.540 -2.867
C 3.854 -0.840 -2.858
H -2.783 1.153 -5.390
N -1.711 -3.841 -0.732
P 1.642 -1.702 2.388
H 5.253 -2.617 2.733
N -2.720 -3.585 0.187
H -2.047 5.048 4.562
H -5.579 1.583 -1.513
H 1.012 1.692 -3.322
H 3.818 0.922 -0.515
H 2.223 2.306 -5.372
H -2.877 3.430 -3.503
C 1.013 -0.050 -4.587
H -0.416 -4.778 3.079
C 1.010 -5.050 -3.961
C -0.023 -3.923 2.520
H 2.931 5.157 2.259
H -6.612 -3.940 3.014
H 3.854 -3.689 2.633
H -4.834 -0.288 4.372
C 0.629 -6.165 -4.676
C -3.822 -1.299 2.768
C 1.503 6.329 -0.911
H -4.710 2.498 -0.279
H 4.572 4.619 4.062
H -0.194 -3.530 5.221
H 3.787 2.074 -1.832
H 4.194 -1.781 -0.927
C 2.936 4.183 2.733
H 3.725 -0.637 2.822
C -5.843 -2.095 3.801
H -4.135 0.644 -3.333
H 0.399 6.085 0.932
Cs -0.068 -1.740 -0.720
H 0.722 -2.027 5.346
H 4.511 -1.603 4.938
C 1.990 1.938 2.872
C -0.971 -5.244 -2.572
C -5.828 -3.195 2.946
H 3.562 -1.181 -3.856
H 3.447 1.073 -5.074
C -3.727 2.746 -3.440
P 2.380 0.103 -2.230
N -0.952 2.565 0.043
C 2.751 1.758 -4.585
H -4.792 -4.189 1.333
H -0.290 -0.412 2.839
H 2.745 6.234 -2.653
H 4.455 2.400 5.163
C -0.544 4.317 3.208
C 0.768 -0.187 3.010
C 3.477 -1.783 4.625
C -3.951 0.459 -0.616
H 2.867 0.709 4.404
H -2.685 3.165 -0.984
C -4.539 -0.875 -1.090
H -1.287 2.835 -1.986
H 0.298 4.612 3.824
Ge 0.613 1.350 0.411
H -5.234 -1.267 -0.343
H 0.902 -0.065 4.086
H -3.534 0.300 0.384
H 3.326 2.485 -4.013
C -2.676 -2.480 0.896
O -1.866 -1.484 0.848
H 1.924 -4.517 -4.205
P -2.455 0.821 -1.646
H -4.289 2.843 -4.374
H -3.497 3.280 0.945
H -0.780 -2.084 4.408
H 3.105 -2.696 -1.984
H 1.723 -0.752 -5.035
C -1.892 -4.834 -1.508
H 0.507 -4.302 1.644
H 5.095 0.844 -3.537
N 2.168 2.206 -0.468
H 5.927 -0.709 -3.436
C 4.211 -2.680 2.403
H -0.873 -3.343 2.163
H -6.636 -1.980 4.531
C 4.009 -2.081 -1.966
C -3.260 1.297 -3.272
H -3.029 -0.565 2.677
H -1.394 1.511 -4.358
H 0.470 0.433 -5.403
C -1.845 2.484 -1.109
H -2.806 -5.432 -1.386
C -2.896 4.219 2.767
C -2.321 0.932 -4.422
H 3.214 -2.797 4.937
H 1.282 7.383 -1.014
C 0.124 -2.640 4.669
N 0.961 3.456 1.416
C -5.061 1.505 -0.554
H -4.372 3.085 -2.630
C -4.834 -1.147 3.710
H 3.215 3.851 -2.464
C 3.779 2.638 4.351
H 4.857 -2.691 -2.292
H 5.551 0.181 -1.964
C 1.309 4.270 0.291
H -5.095 -0.744 -2.024
C -0.548 -6.854 -4.360
C 0.882 -3.067 3.413
C -4.817 -3.344 2.008
H 0.304 -0.636 -3.998
C -0.320 3.708 1.992
C -1.356 3.261 1.166
H -5.801 1.201 0.194
C -2.660 3.570 1.560
H 1.734 -3.686 3.713
C -1.321 -6.373 -3.319
C 2.049 3.567 -0.671
H -2.055 -0.125 -4.402
C 2.318 5.680 -1.827
H 4.182 -2.559 1.320
*
```

Energy above the lowest of the compared OMol25 structures with the same formula, charge and spin (kcal per mole): 42.4
E_tot (a.u.): -5661.75192
HOMO level (spin up / spin down) (hartree): -0.1419 / -0.1417
LUMO energy (spin up / spin down) (Ha): 0.072 / 0.028
Kohn-Sham gap (spin up / spin down) (eV): 5.8 / 4.6
M (g/mol): 1121.62